Below is one molecule with the formula C4H9NO2, with properties calculated with the ωB97M-V functional and the def2-TZVPD basis.

Output
- Charge: 0
- Strongest force on any atom: 0.0069 Eh/bohr
- ΔE to the lowest compared entry with this formula, charge and spin: 4.348 eV
- E_tot: -9875.7127 eV
- Kohn-Sham gap: 7.5 eV

Element x y z (Å)
C  -1.800  0.851  1.280
O  -1.430  0.038  0.186
C  -0.618  0.684  -0.729
C  1.500  -1.433  -1.451
N  1.549  -1.145  -0.143
C  1.256  -0.028  0.495
O  0.681  0.996  -0.198
H  -0.960  1.470  1.615
H  -2.644  1.502  1.014
H  -2.104  0.185  2.091
H  -1.008  1.664  -1.032
H  -0.551  0.007  -1.586
H  1.444  -0.610  -2.147
H  1.799  -2.421  -1.756
H  1.811  -1.911  0.469
H  1.290  0.003  1.577